A 11-piece molecular cluster, C33H88O11 overall at a distorted geometry. Source: the OMol25 dataset; level of theory: ωB97M-V/def2-TZVPD.

CARTESIAN COORDINATES (ANGSTROEM)
1 C -0.89 -2.90 3.75
2 C -0.39 -2.89 2.35
3 C -0.49 -4.24 1.70
4 O -1.30 -2.06 1.55
5 H -0.17 -3.39 4.40
6 H -1.92 -3.21 3.90
7 H -0.82 -1.87 4.10
8 H 0.60 -2.44 2.29
9 H 0.19 -4.97 2.12
10 H -0.10 -4.14 0.69
11 H -1.53 -4.57 1.73
12 H -2.20 -2.38 1.68
13 C 4.34 -1.92 3.18
14 C 4.66 -3.41 3.56
15 C 3.40 -4.24 3.70
16 O 5.63 -3.89 2.67
17 H 4.07 -1.82 2.13
18 H 5.21 -1.27 3.26
19 H 3.52 -1.45 3.71
20 H 5.07 -3.29 4.57
21 H 2.54 -3.81 4.21
22 H 3.52 -5.17 4.26
23 H 2.97 -4.50 2.73
24 H 5.71 -4.83 2.82
25 C 0.43 -4.48 -4.31
26 C -0.07 -3.38 -3.36
27 C -1.00 -3.95 -2.33
28 O 1.03 -2.75 -2.74
29 H 1.26 -4.11 -4.91
30 H -0.34 -4.86 -4.99
31 H 0.85 -5.36 -3.81
32 H -0.70 -2.68 -3.91
33 H -1.41 -3.16 -1.70
34 H -0.56 -4.74 -1.71
35 H -1.85 -4.45 -2.79
36 H 0.76 -2.36 -1.90
37 C -3.93 2.51 1.66
38 C -4.09 3.61 0.55
39 C -2.74 4.36 0.44
40 O -4.48 3.05 -0.66
41 H -3.43 2.87 2.56
42 H -3.37 1.69 1.21
43 H -4.77 1.83 1.83
44 H -4.88 4.29 0.89
45 H -2.92 5.37 0.07
46 H -2.11 3.84 -0.28
47 H -2.22 4.47 1.39
48 H -5.41 2.83 -0.51
49 C -1.64 3.44 4.66
50 C -0.18 3.16 4.70
51 C 0.32 2.04 3.75
52 O 0.56 4.35 4.37
53 H -1.83 4.07 5.53
54 H -2.32 2.59 4.72
55 H -1.76 3.91 3.69
56 H 0.13 2.92 5.71
57 H 0.28 2.35 2.71
58 H -0.17 1.08 3.93
59 H 1.36 1.90 4.06
60 H 0.25 5.00 5.00
61 C -2.14 -0.04 -3.91
62 C -2.07 0.42 -5.40
63 C -1.32 1.73 -5.66
64 O -1.36 -0.60 -6.12
65 H -1.13 -0.14 -3.51
66 H -2.54 -1.06 -3.92
67 H -2.82 0.51 -3.27
68 H -3.07 0.46 -5.83
69 H -1.40 1.95 -6.72
70 H -0.26 1.73 -5.40
71 H -1.80 2.57 -5.16
72 H -0.47 -0.64 -5.77
73 C -4.04 -1.68 -0.51
74 C -4.37 -1.63 1.00
75 C -5.87 -1.48 1.28
76 O -3.90 -2.87 1.53
77 H -4.61 -2.48 -0.97
78 H -3.00 -1.80 -0.83
79 H -4.25 -0.67 -0.87
80 H -3.77 -0.83 1.43
81 H -6.52 -2.27 0.90
82 H -6.37 -0.58 0.92
83 H -5.97 -1.57 2.36
84 H -4.44 -3.56 1.13
85 C -0.51 0.98 -0.35
86 C 0.68 -0.03 -0.35
87 C 1.46 0.04 0.97
88 O 0.24 -1.36 -0.58
89 H -0.20 2.01 -0.17
90 H -1.20 0.77 0.46
91 H -1.04 0.93 -1.30
92 H 1.39 0.34 -1.09
93 H 2.05 0.95 1.00
94 H 2.18 -0.78 1.01
95 H 0.86 0.09 1.88
96 H -0.30 -1.66 0.16
97 C 0.66 4.53 -4.19
98 C 1.45 3.96 -3.06
99 C 1.60 2.44 -3.04
100 O 2.82 4.35 -3.12
101 H -0.36 4.15 -4.15
102 H 0.96 4.44 -5.23
103 H 0.63 5.60 -3.99
104 H 1.03 4.30 -2.12
105 H 1.98 2.06 -3.99
106 H 0.60 2.02 -3.03
107 H 2.07 2.03 -2.15
108 H 3.31 3.96 -2.39
109 C 4.05 -3.07 -1.21
110 C 3.92 -4.51 -1.63
111 C 3.04 -5.33 -0.80
112 O 3.49 -4.50 -2.93
113 H 4.52 -2.95 -0.24
114 H 3.12 -2.51 -1.13
115 H 4.70 -2.48 -1.86
116 H 4.88 -5.01 -1.55
117 H 3.00 -6.35 -1.17
118 H 2.04 -4.90 -0.81
119 H 3.29 -5.42 0.26
120 H 2.64 -4.06 -2.95
121 C 2.98 5.95 0.36
122 C 1.97 5.77 1.52
123 C 0.52 5.38 1.13
124 O 2.41 4.79 2.37
125 H 3.96 6.24 0.75
126 H 2.61 6.65 -0.39
127 H 3.12 5.02 -0.20
128 H 1.93 6.73 2.04
129 H 0.43 4.31 0.94
130 H 0.30 5.83 0.17
131 H -0.19 5.69 1.90
132 H 1.71 4.53 2.97

Computed properties:
Frontier orbital gap (eV): 9.67
SMILES string: CC(C)O.CC(C)O.CC(C)O.CC(C)O.CC(C)O.CC(C)O.CC(C)O.CC(C)O.CC(C)O.CC(C)O.CC(C)O
E_HOMO (Eh): -0.34451
2S+1: 1
Total energy (eV): -58168.7481
Lowest unoccupied orbital energy (eV): 0.30

Here are the Löwdin charges for atoms 1 to 8, given in e:
1 C -0.051
2 C -0.450
3 C -0.038
4 O -0.097
5 H 0.081
6 H 0.092
7 H 0.076
8 H 0.130